Entry 1:
The following is a quantum chemistry calculation of a structure of composition C5H12N2O2Ti, from OMol25.

```
22
Properties=species:S:1:pos:R:3:forces:R:3:mulliken_spin:R:1
Ti -2.13310 -0.31486 -0.40171 2.068 0.832 2.661 1.056
C 0.03441 1.93437 -4.00711 0.236 -0.360 1.192 -0.043
H -0.31808 1.51126 -3.05191 0.083 0.134 -0.267 0.040
H 0.95449 1.40566 -4.26064 -0.099 0.137 -0.187 0.000
H 0.24080 2.98822 -3.82061 -0.076 -0.055 -0.291 0.001
H -0.73797 1.76729 -4.73626 -0.148 0.134 -0.422 0.001
H -3.41868 -0.71386 -1.29717 -1.663 -0.399 -1.538 -0.013
C 1.24338 -1.87543 1.74097 0.885 -0.003 0.327 -0.016
C 0.44190 -0.90225 0.95639 -1.613 0.575 -0.249 0.179
N -0.34021 -1.35990 -0.06965 0.697 0.113 0.211 0.200
O 0.10621 -2.60733 -0.59674 0.496 0.685 -0.797 -0.004
C 0.04699 0.39113 1.40960 -0.402 -0.607 -0.431 0.162
C 0.41553 1.02411 2.71141 -0.053 -0.164 0.500 -0.019
N -0.91336 0.94277 0.60119 -0.009 -0.452 -0.333 0.382
O -2.26573 0.95328 1.04174 0.565 -0.235 -0.529 0.033
H 1.72895 -2.63733 1.11994 -0.267 0.249 0.176 0.007
H 0.56665 -2.38076 2.45021 0.204 0.089 -0.268 0.012
H 2.01877 -1.37270 2.32671 -0.151 -0.022 -0.044 -0.002
H 0.76050 -2.32912 -1.28793 -0.803 -0.516 0.719 0.005
H 0.04609 2.05727 2.75047 -0.016 -0.404 -0.018 -0.001
H 0.02363 0.45647 3.57814 0.026 0.300 -0.344 0.007
H 1.49884 1.06173 2.84300 0.038 -0.028 -0.068 0.011
```
Positions in Å, forces in eV/Å.

Output
Spin multiplicity: 3
E_LUMO (alpha / beta) in eV: 0.223 / -1.205
Orbital gap (alpha / beta) in eV: 7.96 / 7.21

Entry 2:
The following is a quantum chemistry calculation of a structure of composition C4H5O6Zn, from OMol25.

```
16
Properties=species:S:1:pos:R:3:forces:R:3:nbo_charge:R:1
O 2.57031 -1.06156 0.78785 -0.020 -1.443 0.803 -0.800
C 2.21550 -0.21122 -0.08017 -2.205 -0.393 -0.726 0.975
O 2.79286 0.91270 -0.13143 -0.154 0.767 -1.085 -0.766
O 1.26652 -0.55867 -0.91734 -0.246 0.378 0.813 -0.469
Zn 3.84330 0.20334 1.22646 2.172 0.659 1.739 1.719
C -0.12022 -0.63792 -0.62116 -3.347 0.993 -6.081 0.370
C -1.00422 -1.26890 0.40172 6.944 -1.474 1.489 -0.718
H -0.47552 -1.03583 -1.58312 0.366 0.691 -0.105 0.199
H -0.09105 -0.77710 1.08219 -4.455 -0.064 1.910 0.263
H -1.90275 -1.64070 -0.10757 -0.770 1.795 1.376 0.347
O -2.53066 0.47070 0.17193 0.211 2.155 -2.019 -0.598
C -1.69305 1.28815 -0.21493 -1.680 -3.364 3.885 0.956
O -0.54426 0.96367 -0.72744 2.507 -2.807 -0.854 -0.548
O -1.64868 2.49289 0.33189 -0.256 2.121 -0.785 -0.688
H -2.03574 3.13325 -0.27973 -0.033 0.338 0.285 0.506
H -0.64235 -2.27282 0.66086 0.966 -0.352 -0.646 0.252
```
Positions in Å, forces in eV/Å.

Output
Net charge: +1
E_LUMO in eV: -8.051
Orbital gap in eV: 4.67

For reference, energy by record: -1306.962197, -2385.700772 Ha.